## 1
Molecular formula: C5H15N2
Method: DFT, ωB97M-V/def2-TZVPD

Geometry (Å):
N 0.711 -0.571 0.497
N -1.241 0.351 -0.527
C 1.976 -0.039 -0.093
C 2.216 -0.804 -1.413
C -2.637 -0.286 -0.506
C -0.986 1.149 0.660
C 0.007 0.297 1.507
H -1.924 1.328 1.183
H -1.249 0.772 -1.450
H 0.932 -1.459 0.946
H -3.460 0.412 -0.552
H -0.225 -0.366 -0.257
H 0.715 0.857 2.096
H 1.844 -1.815 -1.258
H 2.802 -0.289 0.576
H -2.602 -0.822 0.431
H 3.282 -0.900 -1.634
H -2.656 -0.965 -1.348
H -0.613 2.164 0.528
H -0.630 -0.315 2.141
H 1.793 1.029 -0.209
H 1.896 -0.267 -2.309

As for the LUMO energy: -2.65 eV. As for the total charge: +1. Its gap between HOMO and LUMO is 12.01 eV. The multiplicity is 1.

## 2
Molecular formula: C5H15N2
Method: DFT, ωB97M-V/def2-TZVPD

Geometry (Å):
N -0.801 1.203 -0.638
N 1.394 0.302 -1.907
C 2.328 1.013 -0.900
C -2.649 -0.272 0.433
C 1.265 -1.393 1.316
C -1.568 -0.107 -0.680
C 0.598 -0.825 2.372
H 0.599 -1.461 3.269
H 1.365 0.680 -2.787
H -3.399 -1.117 0.423
H 1.524 1.601 -0.318
H 2.913 0.310 -0.285
H -2.035 -0.155 -1.735
H 1.717 -2.379 1.414
H 3.109 1.713 -1.427
H 0.428 0.562 -1.580
H 0.893 -1.157 0.329
H -1.470 1.835 -1.030
H 0.376 0.296 2.580
H -2.269 -0.230 1.480
H -0.942 -0.992 -0.543
H -3.377 0.573 0.215

As for the LUMO energy: -8.99 eV. As for the total charge: +1. Its gap between HOMO and LUMO is 4.01 eV. The multiplicity is 1.

## 3
Molecular formula: C5H15N2
Method: DFT, ωB97M-V/def2-TZVPD

Geometry (Å):
N -0.682 0.418 -1.859
N -2.958 0.731 -1.504
C 1.440 1.429 2.106
C 0.930 -1.074 1.205
C 1.258 -2.177 0.231
C -1.786 0.258 -1.178
C 1.702 0.290 0.984
H -0.166 -0.835 1.137
H -1.759 -0.307 -0.206
H 1.189 -1.677 -0.769
H -0.682 1.092 -2.671
H 2.793 0.083 0.868
H 0.575 -3.020 0.222
H -3.076 1.356 -2.296
H -3.758 0.621 -0.888
H 1.147 -1.367 2.226
H 1.407 0.747 -0.012
H 2.019 2.347 1.822
H 0.341 1.722 2.068
H 1.679 1.117 3.109
H 0.203 0.278 -1.433
H 2.309 -2.551 0.277

As for the LUMO energy: -3.82 eV. As for the total charge: +1. Its gap between HOMO and LUMO is 10.69 eV. The multiplicity is 1.

## 4
Molecular formula: C5H15N2
Method: DFT, ωB97M-V/def2-TZVPD

Geometry (Å):
N 1.396 0.723 0.134
N -0.907 0.081 0.238
C -1.472 1.323 -0.062
C 0.405 -0.151 -0.468
C 0.940 -1.548 -0.203
C -0.049 -0.041 -1.988
C -0.098 -0.296 2.489
H 1.493 1.621 -0.316
H -0.172 -1.295 2.477
H -1.083 -0.116 -2.031
H 2.310 0.257 0.247
H -0.809 2.225 -0.071
H 1.909 -1.413 -0.786
H -1.572 -0.678 0.190
H -1.983 1.188 -1.052
H 0.190 -2.304 -0.454
H -0.911 0.223 3.111
H 1.258 -1.526 0.878
H 0.780 0.306 2.111
H 0.440 -0.875 -2.659
H -2.240 1.433 0.762
H 0.175 0.862 -2.544

As for the LUMO energy: -5.76 eV. As for the total charge: +1. Its gap between HOMO and LUMO is 8.36 eV. The multiplicity is 1.

Result of the stability comparison: 2 is the least stable of them.

## 1
Molecular formula: C4H7OP
Method: DFT, ωB97M-V/def2-TZVPD

Geometry (Å):
P 1.699 -1.064 -0.052
O 0.747 1.311 0.412
C 1.604 0.761 -0.491
C -0.516 0.798 0.313
C -0.574 -0.691 0.067
C -1.774 -1.297 -0.042
H -0.951 0.993 1.288
H 2.479 1.415 -0.546
H -1.781 -2.316 -0.286
H -1.270 1.118 -0.497
H 1.923 -0.955 1.322
H 1.157 0.660 -1.486
H -2.743 -0.733 -0.001

As for the LUMO energy: 0.45 eV. Its gap between HOMO and LUMO is 9.60 eV. The multiplicity is 1.

## 2
Molecular formula: C4H7OP
Method: DFT, ωB97M-V/def2-TZVPD

Geometry (Å):
P -0.694 1.321 -0.305
O -1.873 1.985 0.284
C 3.226 0.859 0.089
C -1.134 0.088 -1.489
C 0.601 0.707 1.020
C 3.843 0.074 0.743
H -2.132 -0.297 -1.170
H 0.372 1.138 2.002
H 1.592 0.896 0.718
H -0.403 -0.810 -1.476
H 0.588 -0.380 1.011
H 4.740 -0.425 0.929
H -1.261 0.571 -2.512

As for the LUMO energy (alpha / beta): -0.61 / -3.09 eV. Its gap between HOMO and LUMO (alpha / beta) is 9.73 / 4.78 eV. The multiplicity is 1.

## 3
Molecular formula: C4H7OP
Method: DFT, ωB97M-V/def2-TZVPD

Geometry (Å):
P -1.690 1.834 0.216
O 0.979 2.744 -0.005
C 0.953 1.534 -0.216
C -0.282 -0.656 -0.510
C -0.233 0.788 -0.200
C 0.418 -1.417 0.532
H 0.187 -0.788 -1.549
H -1.315 -0.929 -0.580
H -0.104 -1.289 1.503
H -2.498 0.669 0.022
H 1.351 -1.035 0.539
H 0.299 -2.468 0.439
H 1.935 1.012 -0.191

The SMILES is [H]/P=C(/C=O)CC. As for the LUMO energy: -1.36 eV. Its gap between HOMO and LUMO is 7.84 eV. The multiplicity is 1.

Result of the stability comparison: 2 is the least stable of them.

## 1
Molecular formula: CH4O2P
Method: DFT, ωB97M-V/def2-TZVPD

Geometry (Å):
P 1.208 0.395 -0.401
O 0.724 -1.997 0.119
O 1.667 0.750 0.958
C -0.676 0.699 -0.149
H -0.970 1.701 -0.275
H -1.228 -0.018 -0.647
H -0.029 -1.988 -0.517
H -0.697 0.456 0.913

As for the LUMO energy: 4.59 eV. As for the total charge: -1. Its gap between HOMO and LUMO is 8.15 eV. The multiplicity is 1.

## 2
Molecular formula: CH4O2P
Method: DFT, ωB97M-V/def2-TZVPD

Geometry (Å):
P 0.254 -0.850 1.252
O 0.050 -0.168 2.732
O 1.445 -1.679 1.093
C 0.306 0.272 -0.166
H 1.344 0.669 -0.058
H -0.487 1.041 -0.379
H -1.069 -1.505 1.090
H 0.155 -0.317 -1.152

The SMILES is C[P@H](=O)[O-]. As for the LUMO energy: 4.54 eV. As for the total charge: -1. Its gap between HOMO and LUMO is 8.60 eV. The multiplicity is 1.

Result of the stability comparison: 1 is the least stable of them.

## 1
Molecular formula: CH2N2O3Si
Method: DFT, ωB97M-V/def2-TZVPD

Geometry (Å):
Si 1.085 0.172 -0.048
O -2.456 -0.562 0.672
O 0.287 -0.974 0.524
O -2.708 0.854 -0.939
N 4.060 -0.031 -0.376
N -1.926 0.269 -0.232
C 2.925 0.077 -0.287
H 0.381 1.388 -0.329
H -1.645 -1.193 1.014

The SMILES is N#C[SiH]=O.O=NO. As for the LUMO energy: -1.58 eV. Its gap between HOMO and LUMO is 8.54 eV. The multiplicity is 1.

## 2
Molecular formula: CH2N2O3Si
Method: DFT, ωB97M-V/def2-TZVPD

Geometry (Å):
Si -0.433 -0.434 0.278
O -1.991 1.132 -1.197
O 0.505 0.085 -0.992
O -2.920 0.304 0.612
N -0.620 -3.328 0.799
N -2.032 0.382 -0.219
C -0.825 -2.236 0.557
H 0.041 0.830 -1.358
H -0.025 0.013 1.611

The SMILES is N#C[Si@@H](O)[N+](=O)[O-]. As for the LUMO energy: -0.87 eV. Its gap between HOMO and LUMO is 10.73 eV. The multiplicity is 1.

Result of the stability comparison: 1 is the least stable of them.